50
Properties=species:S:1:pos:R:3:forces:R:3 method="wB97M-V/def2-TZVPD" gap_ha=0.1653 e_homo_ha=-0.0903 largest_force_ev_per_a=3.2 de_lowest_kcal_mol=55.84 total_charge=-1
C -6.04927 -0.10348 2.84489 -0.25 -0.03 0.01
C -4.57503 0.07901 2.65442 0.43 0.08 0.00
C -4.02623 1.36841 2.59980 -0.11 -0.28 -0.04
C -2.67817 1.54062 2.34499 0.65 -0.34 0.05
C -1.80987 0.43126 2.19874 -1.27 -0.45 0.25
C -0.40542 0.65328 1.94349 1.05 -0.36 0.64
C 0.57655 -0.27066 2.12557 -1.55 0.00 0.47
N 1.89334 0.11946 1.85972 2.15 1.91 -0.80
O 2.87227 -0.63070 2.08937 -1.84 0.80 -0.23
O 2.02276 1.28654 1.38684 0.41 -2.27 0.93
C -2.36745 -0.86353 2.30810 0.29 0.67 0.10
C -3.72959 -1.02658 2.51428 -0.03 0.13 0.04
H -6.29371 -1.16842 2.90624 -0.08 0.19 -0.03
H -6.40631 0.38659 3.75954 0.07 -0.08 -0.14
H -6.59390 0.34041 2.00131 0.02 -0.16 0.17
H -4.67786 2.23270 2.75007 0.20 -0.21 -0.11
H -2.24731 2.54150 2.28168 -0.15 -0.22 -0.04
H -0.10510 1.69009 1.77962 -0.01 -0.46 -0.27
H 0.38319 -1.29351 2.45015 0.50 0.36 -0.25
H -1.71015 -1.72761 2.24854 -0.27 0.13 -0.19
H -4.15075 -2.03365 2.56106 0.11 0.29 0.00
C 1.26815 -4.09364 -0.67854 0.15 -0.24 0.04
C 0.09402 -3.22227 -1.02747 0.04 0.77 0.26
O 0.44958 -1.85343 -0.68945 -0.15 -1.51 -0.16
C -0.59786 -1.01101 -0.68342 0.14 3.16 -0.52
C -0.19727 0.41682 -0.89168 -0.84 -2.18 0.23
C -1.22880 1.46310 -0.81482 -0.46 0.38 -0.15
N 0.98950 0.59140 -1.40486 1.77 -0.44 -0.12
C 1.58968 1.63903 -1.86254 -0.86 0.86 -0.05
C 2.95404 1.57032 -2.34983 -0.06 -0.10 -0.10
C 3.50058 2.59462 -3.15555 0.02 -0.45 0.29
C 4.78520 2.46844 -3.67066 0.01 -0.18 0.27
C 5.55220 1.33120 -3.37995 -0.08 0.07 -0.12
C 5.01468 0.31060 -2.58366 -0.24 0.43 0.00
C 3.73595 0.44073 -2.04628 0.49 0.05 -0.30
O -1.75938 -1.36197 -0.53078 -0.23 -0.71 0.19
H 1.04773 -5.11816 -0.98984 0.07 -0.03 0.03
H 2.18265 -3.76905 -1.18468 -0.15 0.02 0.10
H 1.44037 -4.09521 0.40241 0.05 0.05 -0.15
H -0.12400 -3.25049 -2.10651 -0.04 -0.04 0.27
H -0.80450 -3.51196 -0.46643 0.19 0.07 -0.24
H -2.12724 1.05476 -0.34505 0.06 0.23 -0.14
H -0.84389 2.31116 -0.23008 -0.23 0.13 -0.13
H -1.48704 1.83255 -1.81957 -0.06 0.14 0.09
H 1.07998 2.61765 -1.91896 0.15 -0.11 -0.01
H 2.88549 3.47152 -3.35964 0.17 -0.15 -0.05
H 5.19148 3.26172 -4.29676 0.01 -0.15 0.11
H 6.56813 1.25390 -3.76644 -0.22 -0.05 0.02
H 5.59981 -0.58277 -2.37772 -0.02 0.15 0.05
H 3.31874 -0.31128 -1.37965 0.02 0.11 -0.23

---

10
Properties=species:S:1:pos:R:3:forces:R:3 method="wB97M-V/def2-TZVPD" gap_ha="0.3496 / 0.2363" e_homo_ha="-0.3608 / -0.2919" largest_force_ev_per_a=3.3 de_lowest_kcal_mol=129.30
C -0.25055 -1.25472 -0.30321 2.46 -1.52 -1.19
C -0.33724 0.03130 -0.91436 2.22 2.42 -0.23
N 0.71032 1.28301 1.12659 -0.08 0.63 -0.88
O 0.77664 0.56405 2.06172 0.05 -0.50 0.70
O 1.10172 2.40602 0.96584 -0.19 -0.36 0.00
I -1.94920 1.22284 -1.27616 -0.11 -0.24 -0.04
H 0.88091 -1.30302 0.10837 -2.97 -0.71 -0.72
H -0.56829 -2.07084 -1.02852 1.09 0.56 0.42
H -1.02331 -1.35540 0.36656 -1.32 -0.34 2.53
H 0.65900 0.47675 -1.10684 -1.15 0.06 -0.59

---

55
Properties=species:S:1:pos:R:3:forces:R:3 method="wB97M-V/def2-TZVPD" gap_ha=0.3110 e_homo_ha=-0.3358 largest_force_ev_per_a=1.9 smiles="CCC[C@](C#N)(OC#N)[C@H](C#N)P(C)O.O=[N+]([O-])c1ccccc1.O=[N+]([O-])c1ccccc1"
C 2.88029 -0.77601 0.34261 -0.37 0.57 -0.08
C 2.23674 0.15462 1.41481 0.32 -0.82 -0.59
C 1.28082 1.19174 0.79633 -0.23 0.10 0.74
C -0.19703 1.05478 1.27479 1.04 1.11 -0.43
C -0.26827 1.73625 2.59446 -1.01 -0.74 -0.11
N -0.49777 2.26685 3.58578 0.43 -0.01 -0.04
O -0.59814 -0.32440 1.45660 -0.08 -0.37 -0.02
C -0.46941 -1.01445 0.36233 -0.08 0.25 0.14
N -0.38421 -1.57821 -0.63724 0.05 -0.15 0.03
C -1.17795 1.72410 0.26957 0.63 0.35 0.76
C -0.86983 3.17514 0.23829 -0.80 -0.40 0.06
N -0.80147 4.32116 0.22667 0.31 -0.07 -0.03
P -3.02723 1.51699 0.59996 -1.65 0.82 -0.34
C -3.46453 -0.13200 -0.10296 0.70 -0.25 0.79
O -3.26428 1.29896 2.22978 0.88 -0.50 -0.93
H 2.68198 -0.37387 -0.65226 0.08 -0.05 -0.04
H 2.42921 -1.76648 0.36233 0.20 -0.07 0.04
H 3.95883 -0.81965 0.44592 -0.01 -0.19 0.13
H 1.72513 -0.50921 2.11378 -0.16 0.30 0.14
H 3.01954 0.64246 1.99181 -0.03 0.15 -0.09
H 1.29939 1.23032 -0.29220 0.09 -0.30 -0.02
H 1.59493 2.17753 1.14598 -0.12 0.09 -0.24
H -0.98090 1.36520 -0.74521 -0.05 -0.32 0.09
H -2.99696 -0.28737 -1.07118 -0.11 0.03 -0.08
H -4.54794 -0.15832 -0.19488 -0.01 0.16 -0.12
H -3.18827 -0.96675 0.55317 0.10 0.08 -0.05
H -2.84160 0.46498 2.48921 -0.17 0.11 0.41
O -5.41763 -0.40331 -3.90343 0.00 0.05 0.04
N -5.37607 0.55903 -3.16448 0.05 -0.04 -0.05
O -4.37851 0.94446 -2.58514 0.02 0.05 -0.22
C -6.61582 1.31171 -2.93885 -0.26 0.15 0.06
C -7.78334 0.88890 -3.54975 -0.11 -0.12 -0.11
C -8.95301 1.59297 -3.31478 0.04 0.10 0.08
C -8.94160 2.70409 -2.48096 0.02 -0.01 -0.01
C -7.75884 3.11826 -1.88240 -0.10 -0.07 -0.07
C -6.58398 2.41960 -2.10947 0.10 0.13 0.13
H -7.78766 0.02471 -4.19729 0.13 -0.02 0.03
H -9.87498 1.27327 -3.78041 0.01 -0.01 -0.01
H -9.85841 3.24843 -2.29609 0.00 0.00 -0.01
H -7.75160 3.98444 -1.23547 0.03 0.00 0.01
H -5.66205 2.73687 -1.64246 0.05 -0.11 -0.05
O 6.53088 -0.50592 -0.22952 -0.01 -0.02 0.03
N 6.54373 -0.94718 0.90196 -0.03 0.12 -0.02
O 5.94581 -0.45419 1.83978 0.03 -0.03 0.00
C 7.33143 -2.16018 1.15523 0.16 -0.22 0.06
C 8.04735 -2.72651 0.11536 0.07 -0.02 -0.18
C 8.80441 -3.86004 0.36348 -0.03 -0.02 0.13
C 8.83433 -4.41228 1.63740 -0.01 0.01 0.00
C 8.10280 -3.83521 2.66722 0.05 -0.02 -0.12
C 7.34474 -2.70017 2.42908 -0.04 -0.01 0.20
H 8.02115 -2.29437 -0.87388 -0.08 0.10 0.05
H 9.37346 -4.31158 -0.43729 -0.01 0.01 -0.02
H 9.43050 -5.29490 1.82849 -0.01 0.00 0.00
H 8.12526 -4.26819 3.65767 -0.01 0.01 0.01
H 6.77659 -2.24701 3.22775 -0.03 0.10 -0.09

---

44
Properties=species:S:1:pos:R:3:forces:R:3 method="wB97M-V/def2-TZVPD" gap_ha=0.3318 e_homo_ha=-0.3164 largest_force_ev_per_a=0.5 de_lowest_kcal_mol=0.00 smiles="CC(C)(CNC(=O)c1cc(Cl)c(O)c(Cl)c1)N1CCCCC1"
C -4.11539 -2.38050 -0.70134 0.19 0.21 0.10
C -3.16280 -1.26477 -0.23973 0.18 -0.42 -0.10
C -2.34908 -1.75329 0.97099 -0.19 0.16 -0.20
C -2.19922 -1.02717 -1.43076 -0.24 -0.13 0.00
N -0.90263 -0.49719 -1.08156 -0.19 0.38 0.00
C 0.20095 -1.27943 -1.06155 0.14 0.28 -0.01
O 0.19976 -2.44790 -1.39367 0.06 -0.31 0.05
C 1.44833 -0.59091 -0.60057 0.25 0.04 0.02
C 2.41668 -1.36545 0.02977 -0.01 0.15 -0.05
C 3.59452 -0.79549 0.47088 -0.05 0.27 -0.08
Cl 4.78573 -1.74668 1.26675 0.11 -0.14 0.09
C 3.85131 0.56725 0.27781 -0.30 0.01 -0.16
O 5.00295 1.10075 0.71026 0.12 0.09 0.03
C 2.87369 1.31873 -0.37893 0.06 -0.01 0.06
Cl 3.19710 3.01005 -0.64945 -0.02 -0.06 0.00
C 1.68571 0.76273 -0.81230 0.05 -0.19 0.09
N -3.97143 -0.06733 0.03317 0.01 0.06 -0.05
C -3.30200 1.21908 0.03373 -0.08 0.18 -0.16
C -4.33694 2.34288 -0.05754 0.21 0.06 0.23
C -5.30540 2.28127 1.11546 -0.12 -0.08 -0.25
C -5.91571 0.88699 1.16058 0.17 0.02 0.28
C -4.80450 -0.15804 1.22196 -0.36 0.01 -0.06
H -3.54474 -3.26388 -0.97342 0.06 -0.14 -0.01
H -4.68274 -2.04231 -1.56410 -0.07 0.02 -0.13
H -4.81430 -2.66575 0.07831 -0.09 -0.04 0.07
H -3.00536 -2.15904 1.73609 -0.06 -0.03 0.10
H -1.66179 -2.53465 0.65839 0.10 -0.12 0.01
H -1.77061 -0.94103 1.40756 0.08 0.04 0.08
H -1.98743 -1.99093 -1.89818 -0.11 0.14 0.03
H -2.68295 -0.38349 -2.17020 -0.02 -0.07 0.00
H -0.85495 0.41868 -0.66698 0.10 -0.11 0.02
H 2.23560 -2.41995 0.16526 0.02 -0.10 0.02
H 5.01986 2.04515 0.48486 -0.02 -0.18 0.03
H 0.97748 1.38241 -1.34015 -0.05 0.07 -0.05
H -2.65641 1.30312 -0.83927 0.04 -0.01 0.01
H -2.68982 1.36879 0.94476 0.05 0.00 -0.06
H -3.82183 3.30541 -0.08214 0.01 0.03 -0.05
H -4.89269 2.22538 -0.98917 0.03 0.02 -0.08
H -6.08228 3.04034 1.00886 0.02 0.04 0.07
H -4.76808 2.47623 2.04715 0.00 0.04 0.06
H -6.56593 0.77825 2.03037 -0.05 -0.02 0.00
H -6.50915 0.71817 0.26105 -0.07 -0.06 -0.02
H -5.25383 -1.14742 1.28186 0.08 -0.02 0.05
H -4.21501 0.00763 2.14169 -0.01 -0.08 -0.01

---

21
Properties=species:S:1:pos:R:3:forces:R:3 method="wB97M-V/def2-TZVPD" gap_ha=0.3744 e_homo_ha=-0.3541 largest_force_ev_per_a=1.9 de_lowest_kcal_mol=20.65 smiles="CNC(=O)C(C)C.O"
C 0.29393 0.23730 -2.22707 -0.13 -0.17 0.24
N 0.83221 -0.99324 -1.64386 0.33 0.53 -0.24
C 1.10868 -1.13790 -0.30274 -0.28 -0.74 -0.15
O 2.02250 -1.84113 0.08153 -0.12 0.05 0.11
C 0.10223 -0.48377 0.64352 0.90 1.43 -0.89
C -0.60618 -1.51197 1.48325 -0.24 -0.66 0.10
C 0.87283 0.58978 1.46180 -0.22 -0.74 0.72
H 0.92273 0.59266 -3.03877 -0.04 -0.24 -0.24
H 0.29206 1.06368 -1.52155 -0.01 -0.04 0.19
H -0.72455 0.06211 -2.56180 -0.11 0.22 -0.28
H 1.45295 -1.49499 -2.26589 0.11 -0.01 0.37
H -0.55732 0.07332 -0.02872 -0.51 -0.41 0.43
H 0.09411 -1.98570 2.17638 -0.03 0.25 0.07
H -1.45836 -1.09368 2.03123 0.28 0.03 -0.03
H -0.97967 -2.33769 0.87319 -0.14 0.13 -0.12
H 0.87079 0.26497 2.50953 0.19 0.21 -0.12
H 0.43443 1.58443 1.43950 -0.12 0.02 -0.19
H 1.90688 0.63587 1.13912 0.15 0.18 0.03
O -2.56658 2.79937 -0.27726 0.09 -0.09 -0.03
H -2.17885 2.99253 0.58075 -0.02 0.07 0.07
H -2.13483 1.98405 -0.55215 -0.06 0.00 -0.03

---

50
Properties=species:S:1:pos:R:3:forces:R:3 method="wB97M-V/def2-TZVPD" gap_ha=0.3426 e_homo_ha=-0.3198 largest_force_ev_per_a=3.0 de_lowest_kcal_mol=17.20 smiles="C[C@@H]1C[C@H](C)NC(=O)[C@@H]1CNC(=O)c1cc(Cl)c2c(c1)CC(C)(C)O2"
C -0.21959 -3.64344 -3.90804 0.20 0.29 1.38
C 1.02606 -2.98989 -3.29494 -0.52 -0.19 -0.11
C 1.08455 -3.06052 -1.78663 -0.65 0.21 0.66
C 2.35377 -2.44363 -1.18467 0.27 -0.51 0.99
C 2.19454 -2.05344 0.28191 0.24 -0.72 0.79
N 2.75640 -1.23564 -1.84260 -0.44 -1.39 -1.31
C 2.41200 -0.96437 -3.13883 -0.09 2.69 1.22
O 2.99082 0.03515 -3.53867 0.01 0.14 -2.10
C 1.15417 -1.53657 -3.76184 0.55 -0.55 -0.71
C -0.03869 -0.53472 -3.60503 0.85 -0.09 0.27
N 0.02071 0.13119 -2.31451 0.40 0.62 1.36
C -0.91692 0.03503 -1.30686 -0.94 0.63 -1.94
O -2.00216 -0.44900 -1.56910 -0.49 -0.91 0.33
C -0.72341 0.72961 -0.01628 1.92 0.75 1.84
C 0.55901 1.25899 0.35692 -0.84 -0.49 -0.04
C 0.74403 1.83272 1.60193 0.28 0.33 0.35
Cl 2.30975 2.46102 2.05832 -0.28 -0.15 -0.09
C -0.32530 1.98375 2.47966 -0.43 1.29 0.78
C -1.59470 1.54689 2.14703 1.35 -0.57 -1.84
C -1.75009 0.85184 0.94795 -0.60 -0.38 -0.18
C -2.56382 1.99260 3.16108 -0.31 -0.53 0.27
C -1.71795 2.94405 4.03149 -0.12 -0.70 0.23
C -1.97988 4.40626 3.85423 -0.29 -0.10 0.37
C -1.93278 2.53010 5.46151 -0.07 0.61 0.49
O -0.32336 2.71697 3.65607 0.37 -0.95 -0.85
H -0.30874 -4.69980 -3.69402 0.20 -0.32 0.16
H -1.09922 -3.16761 -3.47427 -0.19 0.01 -0.22
H -0.20037 -3.52800 -4.96425 -0.17 0.20 -0.99
H 1.89791 -3.54259 -3.64386 0.27 0.08 -0.36
H 1.03435 -4.13045 -1.48765 -0.14 0.74 0.13
H 0.21461 -2.49265 -1.38296 0.30 -0.61 -0.06
H 3.16441 -3.19094 -1.25513 -0.17 0.08 0.00
H 3.18678 -1.76302 0.70129 -0.70 -0.13 -0.22
H 1.49393 -1.21543 0.43136 0.23 -0.38 -0.25
H 1.83010 -2.92425 0.85585 0.15 0.38 -0.05
H 3.69196 -0.87578 -1.69964 -0.14 -0.01 0.46
H 1.31645 -1.57486 -4.84469 0.25 0.07 0.08
H 0.08878 0.20281 -4.41209 -0.08 -0.07 0.39
H -1.00004 -1.02392 -3.76847 0.13 0.09 0.37
H 0.87472 0.64906 -2.10131 -0.44 -0.40 -0.33
H 1.45980 1.19449 -0.25884 -0.45 -0.06 -0.03
H -2.72165 0.36795 0.82622 0.27 0.23 -0.65
H -3.41703 2.50564 2.72917 -0.20 -0.04 -0.07
H -2.91210 1.10278 3.73650 -0.01 0.75 -0.21
H -1.69349 4.77363 2.89569 0.15 0.12 -0.90
H -1.40967 4.96215 4.59242 -0.10 0.13 0.16
H -3.04464 4.53932 3.99006 -0.27 0.47 0.14
H -1.71900 1.48712 5.55034 0.14 -0.73 0.26
H -2.96933 2.71305 5.79495 0.36 -0.06 -0.32
H -1.27570 3.08633 6.11323 0.24 0.14 0.32